1.
96
Properties=species:S:1:pos:R:3:forces:R:3:lowdin_charge:R:1 method="wB97M-V/def2-TZVPD" homo_ev=-8.357 molar_mass_g_mol=686.88 total_charge=0 orbital_gap_ev=8.12
Be -0.730 0.839 1.216 0.690 0.900 0.215 -0.066
C -0.739 6.281 2.795 0.180 0.016 -0.106 -0.067
C 0.366 5.979 1.788 -0.393 0.464 -0.088 -0.202
N 0.927 4.654 1.983 -0.193 -0.181 -0.243 -0.127
C 2.198 4.543 2.666 0.348 -0.200 0.361 -0.249
C 2.041 4.350 4.171 0.000 0.051 -0.146 -0.076
C 0.214 3.583 1.608 0.404 -0.207 0.027 -0.652
S 0.832 2.028 1.980 -0.182 -0.578 -0.175 0.887
N -0.913 3.870 0.951 -0.264 0.485 -0.252 0.113
C -1.803 3.026 0.497 0.423 0.201 0.315 -0.351
O -1.797 1.760 0.643 -0.579 -0.164 -0.483 -0.014
C -2.947 3.635 -0.219 -0.290 -0.104 -0.183 -0.125
C -3.112 5.018 -0.250 0.086 -0.043 0.070 -0.018
C -4.212 5.574 -0.873 -0.050 0.071 -0.013 -0.075
C -5.155 4.757 -1.478 0.018 0.025 0.003 -0.080
C -4.982 3.383 -1.479 -0.071 -0.002 -0.042 -0.072
C -3.884 2.821 -0.852 0.139 -0.032 0.113 -0.007
H -1.150 7.270 2.617 -0.071 0.158 -0.012 0.075
H -0.353 6.247 3.810 -0.006 0.014 0.142 0.063
H -1.533 5.549 2.695 -0.116 -0.035 0.033 0.065
H 1.174 6.703 1.887 0.018 -0.074 -0.040 0.117
H -0.040 6.041 0.775 0.156 0.043 0.121 0.110
H 2.764 5.454 2.467 -0.027 -0.086 -0.109 0.118
H 2.744 3.695 2.249 0.010 0.132 -0.041 0.083
H 1.575 5.220 4.627 -0.027 0.071 0.086 0.064
H 3.015 4.198 4.629 0.082 -0.011 0.071 0.078
H 1.425 3.477 4.361 -0.039 -0.085 0.115 0.052
H -2.374 5.643 0.229 0.026 0.027 0.033 0.096
H -4.342 6.648 -0.884 0.006 0.034 0.012 0.104
H -6.025 5.196 -1.945 -0.052 0.010 -0.075 0.103
H -5.710 2.751 -1.964 -0.051 -0.085 -0.033 0.104
H -3.736 1.752 -0.841 -0.024 -0.090 0.018 0.119
C -2.175 -4.774 6.471 -0.004 0.002 -0.049 -0.054
C -1.834 -3.921 5.286 0.082 0.059 -0.023 -0.269
C -2.756 -3.030 4.759 0.038 -0.046 -0.014 -0.009
C -2.481 -2.291 3.617 0.135 -0.052 -0.101 -0.200
C -3.478 -1.308 3.082 0.038 0.061 0.027 -0.026
C -1.255 -2.474 2.979 -0.133 0.004 0.118 -0.058
C -0.289 -3.318 3.523 -0.009 -0.011 -0.005 -0.200
C 1.058 -3.434 2.875 -0.034 -0.098 -0.057 -0.025
C -0.589 -4.028 4.675 -0.192 0.122 -0.055 -0.007
C -0.974 -1.778 1.680 0.133 -0.401 -0.177 -0.528
O -0.779 -2.392 0.653 -0.055 -0.268 -0.010 0.065
O -0.949 -0.487 1.756 -0.203 -0.139 0.621 -0.048
H -3.072 -4.415 6.967 -0.066 0.014 0.086 0.072
H -1.360 -4.798 7.191 0.061 -0.008 0.091 0.077
H -2.358 -5.798 6.145 -0.029 -0.105 0.045 0.082
H -3.717 -2.909 5.242 -0.090 -0.011 0.045 0.113
H -4.456 -1.459 3.532 -0.066 0.004 -0.011 0.078
H -3.562 -1.387 2.000 -0.122 0.005 -0.095 0.088
H -3.140 -0.294 3.298 -0.093 0.081 0.006 0.087
H 1.477 -2.445 2.692 0.113 0.031 -0.028 0.088
H 0.967 -3.931 1.911 0.087 -0.035 -0.065 0.077
H 1.741 -3.996 3.507 0.080 -0.023 0.009 0.078
H 0.158 -4.683 5.098 0.118 -0.121 0.071 0.115
C 1.578 -3.954 -1.261 -0.164 0.194 -0.129 -0.099
C 2.490 -2.847 -1.800 -0.154 0.172 -0.051 -0.612
C 3.524 -3.507 -2.719 -0.105 0.269 -0.122 -0.089
C 3.198 -2.251 -0.581 -0.088 0.157 -0.114 -0.109
Si 1.481 -1.484 -2.768 -0.029 0.214 -0.040 0.588
Br 0.546 -0.031 -1.223 0.186 -0.314 -0.269 0.598
C 2.595 -0.198 -3.743 -0.096 -0.179 0.107 -0.638
C 1.871 1.129 -3.996 -0.119 -0.131 0.133 -0.136
C 3.048 -0.749 -5.096 -0.156 -0.166 0.101 -0.094
C 3.845 0.151 -2.928 -0.154 -0.200 0.080 -0.110
C -0.034 -2.196 -3.767 0.150 0.140 0.129 -0.628
C -1.108 -2.738 -2.819 0.166 0.064 0.137 -0.107
C 0.397 -3.316 -4.718 0.221 0.079 0.168 -0.089
C -0.697 -1.099 -4.604 0.236 0.071 0.125 -0.110
H 2.169 -4.629 -0.641 0.123 -0.068 0.068 0.087
H 1.149 -4.550 -2.064 -0.103 -0.067 -0.035 0.066
H 0.781 -3.542 -0.648 -0.148 -0.049 0.085 0.052
H 4.022 -4.318 -2.186 0.035 -0.091 0.092 0.088
H 4.288 -2.805 -3.041 0.128 0.043 -0.079 0.061
H 3.053 -3.930 -3.604 0.017 -0.095 -0.135 0.070
H 3.725 -3.041 -0.047 0.090 -0.149 0.037 0.087
H 2.471 -1.818 0.102 -0.030 0.094 0.136 0.050
H 3.922 -1.488 -0.849 0.085 0.111 0.032 0.059
H 0.936 0.999 -4.529 -0.144 0.047 -0.083 0.058
H 2.512 1.778 -4.591 0.134 0.043 -0.132 0.084
H 1.662 1.640 -3.061 -0.059 0.098 0.031 0.032
H 2.204 -0.891 -5.765 -0.088 -0.060 -0.159 0.066
H 3.570 -1.696 -4.992 0.099 -0.168 -0.067 0.068
H 3.728 -0.040 -5.567 0.097 0.082 -0.067 0.086
H 3.573 0.478 -1.928 0.053 0.065 0.174 0.066
H 4.376 0.970 -3.412 0.072 0.113 -0.121 0.086
H 4.530 -0.690 -2.856 0.111 -0.060 0.083 0.064
H -0.770 -3.606 -2.264 -0.019 -0.083 0.100 0.061
H -1.985 -3.033 -3.395 -0.108 -0.042 -0.157 0.086
H -1.416 -1.985 -2.099 -0.089 0.051 0.146 0.049
H 0.763 -4.184 -4.175 0.066 -0.134 0.020 0.063
H 1.176 -2.986 -5.402 0.099 -0.023 -0.145 0.068
H -0.457 -3.639 -5.314 -0.118 -0.022 -0.064 0.087
H -0.979 -0.254 -3.980 -0.063 0.176 -0.002 0.068
H -1.604 -1.493 -5.063 -0.099 -0.084 -0.053 0.085
H -0.046 -0.754 -5.405 0.030 0.114 -0.085 0.065



2.
9
Properties=species:S:1:pos:R:3:forces:R:3:lowdin_charge:R:1 method="wB97M-V/def2-TZVPD" homo_ev="-7.535 / -11.023" molar_mass_g_mol=146.63 total_charge=0 spin_multiplicity=3 orbital_gap_ev="7.51 / 6.92" relative_energy_kcal_mol=0.0
O -2.697 -0.087 -1.177 -1.342 -0.912 -3.423 -0.425
O -1.585 1.029 0.656 1.476 1.544 1.690 -0.494
O 1.423 1.054 -0.398 -1.208 2.254 -0.832 -0.263
Si 1.547 -0.422 0.138 -2.724 -1.538 1.560 0.303
S -2.414 -0.081 0.226 -0.902 0.119 1.788 0.648
Cl -0.316 -1.627 -0.013 1.454 -0.294 -0.280 0.190
H 1.260 -0.235 1.674 1.405 -0.750 -1.198 0.002
H 0.599 1.539 -0.140 0.976 -0.378 -0.159 0.066
H 2.183 -1.170 -0.965 0.866 -0.045 0.853 -0.026



3.
26
Properties=species:S:1:pos:R:3:forces:R:3:lowdin_charge:R:1 method="wB97M-V/def2-TZVPD" homo_ev=-16.166 molar_mass_g_mol=179.22 total_charge=+2 orbital_gap_ev=8.21 relative_energy_kcal_mol=11.9
C -3.277 0.191 -0.133 0.905 0.076 -0.616 -0.007
C -2.903 1.546 0.031 0.936 -2.648 0.306 -0.018
C -2.272 -0.799 -0.101 -1.474 -0.850 -0.209 -0.009
C -1.565 1.877 0.205 0.078 2.455 -0.465 0.006
C -0.915 -0.505 0.096 -1.067 0.982 0.257 -0.111
C -0.568 0.894 0.170 0.735 -1.270 0.655 -0.124
C 1.367 -1.179 0.424 1.641 2.411 1.965 0.156
C 0.070 -1.527 0.369 0.245 3.243 -1.803 -0.180
C 1.857 0.383 0.484 -2.381 -1.727 -0.126 -0.243
N 0.815 1.248 0.378 -0.482 0.935 -0.238 0.151
N -0.281 -2.918 0.482 -1.008 -0.621 1.522 0.289
N 2.740 1.113 -1.543 -0.582 -3.023 -1.692 0.066
O 3.040 0.622 1.016 -0.436 1.279 -0.323 0.123
H -4.333 0.003 -0.397 0.775 -0.350 0.464 0.138
H -3.704 2.216 0.104 -0.610 1.351 -0.094 0.112
H -2.574 -1.883 -0.243 0.227 1.433 0.187 0.135
H -1.387 3.038 0.282 0.269 -2.555 0.003 0.176
H 2.061 -1.881 0.883 0.478 0.198 -0.634 0.136
H 0.900 2.296 0.225 0.655 -1.753 0.714 0.204
H 0.380 -3.275 1.129 1.235 -1.052 0.792 0.168
H -0.278 -3.514 -0.315 0.457 -0.270 -1.686 0.189
H -1.165 -3.194 0.933 -0.348 0.989 0.070 0.202
H 3.342 1.838 -1.277 1.116 1.311 -0.038 0.029
H 1.968 1.465 -2.129 0.910 -0.261 0.049 0.081
H 3.307 0.353 -2.052 -1.220 1.853 0.800 0.125
H 3.377 1.592 0.979 -1.052 -2.134 0.140 0.207